# 1
{
  "formula": "C69H67BF5N6OP2S5Ti",
  "method": "ωB97M-V/def2-TZVPD",
  "species": ["Ti", "C", "C", "C", "C", "N", "N", "B", "N", "N", "C", "C", "C", "C", "C", "S", "C", "C", "C", "C", "N", "N", "C", "C", "C", "C", "C", "S", "C", "C", "C", "C", "C", "S", "C", "C", "C", "C", "H", "H", "H", "H", "H", "H", "H", "H", "H", "H", "H", "H", "H", "H", "H", "H", "H", "H", "H", "H", "H", "H", "H", "H", "H", "H", "H", "H", "H", "H", "H", "H", "H", "H", "H", "H", "H", "H", "H", "O", "S", "C", "C", "C", "C", "C", "C", "P", "C", "C", "C", "C", "C", "C", "C", "C", "C", "C", "C", "C", "C", "C", "C", "C", "C", "C", "P", "C", "C", "C", "C", "C", "C", "C", "C", "C", "C", "C", "C", "H", "H", "H", "H", "H", "H", "H", "H", "H", "H", "H", "H", "H", "H", "H", "H", "H", "H", "H", "H", "H", "H", "H", "H", "H", "H", "H", "H", "F", "C", "C", "F", "C", "F", "C", "S", "C", "F", "C", "F"],
  "coordinates": [[-0.0088, -0.3199, 0.5734], [-4.9280, -2.1510, 0.9222], [-4.4093, -1.2252, -0.1142], [-5.0481, -0.9794, -1.3023], [-4.4632, -0.0831, -2.2283], [-3.3435, 0.5309, -1.9584], [-2.7257, 0.3087, -0.8183], [-1.4476, 1.1028, -0.5376], [-0.5758, 1.2642, -1.7318], [-0.1994, 2.4821, -2.0909], [0.5830, 2.6469, -3.1262], [0.9464, 1.5617, -3.9439], [0.5959, 0.2812, -3.5672], [1.0390, -0.9351, -4.3026], [-0.1409, 0.1540, -2.3795], [-0.4894, -1.3398, -1.6156], [1.1077, 4.0420, -3.3663], [0.6117, 4.9710, -2.2572], [0.6406, 4.5653, -4.7283], [2.6393, 3.9500, -3.3203], [-1.8196, 2.4947, -0.0055], [-2.8250, 3.1484, -0.5563], [-3.0248, 4.4071, -0.2733], [-2.2185, 5.0834, 0.6747], [-1.1689, 4.4223, 1.2518], [-0.2457, 5.0290, 2.2464], [-0.9707, 3.0715, 0.8595], [0.3375, 2.1447, 1.3923], [-4.1091, 5.1322, -1.0384], [-3.4842, 6.3687, -1.6974], [-4.6706, 4.2067, -2.1152], [-5.2254, 5.5737, -0.0852], [-3.1800, -0.5515, 0.1113], [-2.2375, -0.7952, 1.5075], [-5.1035, 0.2218, -3.5615], [-6.4651, 0.8822, -3.3064], [-5.2884, -1.0876, -4.3366], [-4.2081, 1.1643, -4.3681], [-5.7978, -2.6960, 0.5710], [-5.1934, -1.5879, 1.8143], [-4.1435, -2.8476, 1.2111], [-5.9831, -1.4698, -1.5300], [1.5456, 1.7146, -4.8251], [1.4912, -0.6730, -5.2557], [0.1983, -1.6091, -4.4636], [1.7705, -1.4725, -3.6962], [-0.4745, 4.9921, -2.2383], [0.9816, 5.9794, -2.4180], [0.9539, 4.6164, -1.2886], [-0.4428, 4.6646, -4.7498], [0.9392, 3.8978, -5.5321], [1.0837, 5.5405, -4.9124], [2.9472, 3.4024, -2.4321], [3.0720, 4.9458, -3.2973], [3.0250, 3.4273, -4.1909], [-2.4180, 6.1135, 0.9220], [-0.4817, 6.0743, 2.4213], [0.7826, 4.9443, 1.8959], [-0.3188, 4.4758, 3.1824], [-2.6273, 6.0886, -2.3059], [-3.1577, 7.0895, -0.9535], [-4.2187, 6.8529, -2.3348], [-3.8793, 3.9237, -2.8036], [-5.4615, 4.7005, -2.6723], [-5.0650, 3.3022, -1.6618], [-4.8404, 6.2319, 0.6897], [-5.6910, 4.7128, 0.3888], [-5.9869, 6.1160, -0.6406], [-7.1043, 0.2413, -2.7032], [-6.9660, 1.0797, -4.2513], [-6.3292, 1.8260, -2.7844], [-5.9344, -1.7781, -3.8001], [-4.3234, -1.5658, -4.4919], [-5.7355, -0.8778, -5.3059], [-4.0065, 2.0664, -3.8005], [-4.6982, 1.4297, -5.3018], [-3.2560, 0.6858, -4.5873], [2.2384, 1.3381, -1.2445], [2.2409, 0.4205, -0.1088], [3.6354, -0.6847, -0.3672], [4.8084, -0.1485, -0.8709], [5.9175, -0.9606, -0.9893], [5.8235, -2.2955, -0.6251], [4.6231, -2.8279, -0.1877], [3.4976, -2.0192, -0.0481], [1.6431, -2.6834, 0.3983], [2.3693, -4.0677, 1.3890], [3.4036, -3.8012, 2.2779], [3.9251, -4.7964, 3.0823], [3.4335, -6.0877, 2.9880], [2.4152, -6.3697, 2.0924], [1.8727, -5.3656, 1.3102], [-0.1423, -3.3388, 0.9761], [-0.2426, -3.3474, 2.3646], [-1.3382, -3.9067, 2.9957], [-2.3532, -4.4740, 2.2432], [-2.2686, -4.4552, 0.8606], [-1.1785, -3.8775, 0.2244], [3.0011, 1.3200, 1.2684], [3.8608, 2.3718, 1.0081], [4.4433, 3.0553, 2.0617], [4.1542, 2.6841, 3.3673], [3.2602, 1.6583, 3.6225], [2.6567, 0.9675, 2.5708], [1.4180, -0.3664, 2.8437], [2.3456, -1.2273, 4.1791], [1.6684, -1.7834, 5.2587], [2.3680, -2.2873, 6.3395], [3.7520, -2.2728, 6.3403], [4.4338, -1.7755, 5.2410], [3.7399, -1.2528, 4.1657], [0.1127, 0.3854, 3.9053], [-0.9898, -0.4281, 4.1706], [-2.0426, 0.0380, 4.9387], [-2.0133, 1.3281, 5.4398], [-0.9238, 2.1411, 5.1738], [0.1396, 1.6777, 4.4175], [4.8422, 0.8891, -1.1619], [6.8459, -0.5571, -1.3634], [6.6866, -2.9388, -0.7006], [4.5547, -3.8837, 0.0337], [3.8041, -2.8023, 2.3370], [4.7145, -4.5577, 3.7797], [3.8364, -6.8715, 3.6108], [2.0288, -7.3761, 2.0157], [1.0441, -5.5912, 0.6565], [0.5894, -2.9728, 2.9566], [-1.3888, -3.9101, 4.0745], [-3.1990, -4.9351, 2.7332], [-3.0461, -4.9099, 0.2634], [-1.1243, -3.8895, -0.8552], [4.0511, 2.6567, -0.0160], [5.1236, 3.8694, 1.8612], [4.6209, 3.1995, 4.1939], [3.0424, 1.3694, 4.6410], [0.5891, -1.7945, 5.2820], [1.8250, -2.6758, 7.1879], [4.3007, -2.6442, 7.1915], [5.5137, -1.7765, 5.2265], [4.2928, -0.8385, 3.3310], [-1.0350, -1.4296, 3.7598], [-2.8890, -0.6057, 5.1270], [-2.8367, 1.7011, 6.0308], [-0.9046, 3.1509, 5.5557], [0.9715, 2.3317, 4.1999], [4.0009, -8.0796, -4.1137], [3.4892, -7.0479, -3.4506], [2.2617, -7.1726, -2.8067], [1.5911, -8.3223, -2.8626], [1.7219, -6.0848, -2.1308], [0.5319, -6.2281, -1.5460], [2.3781, -4.8547, -2.0809], [1.4570, -3.3829, -1.6256], [3.5839, -4.7419, -2.7695], [4.2021, -3.5618, -2.8538], [4.1582, -5.8282, -3.4195], [5.3297, -5.6891, -4.0399]],
  "mulliken_spin": [1.037, -0.002, 0.000, -0.012, 0.014, 0.008, 0.041, 0.177, 0.072, -0.023, 0.042, -0.011, 0.037, 0.009, -0.090, 0.095, -0.003, 0.000, 0.003, 0.005, -0.007, 0.008, 0.001, -0.002, -0.007, 0.005, -0.041, 0.025, 0.001, 0.000, 0.000, 0.001, -0.013, -0.005, -0.002, 0.000, 0.000, 0.000, 0.000, 0.000, 0.001, 0.000, -0.002, 0.001, 0.002, -0.002, 0.000, 0.000, -0.001, 0.000, 0.000, 0.000, -0.002, 0.001, 0.000, 0.000, 0.001, 0.002, -0.001, 0.000, 0.000, 0.000, 0.000, 0.000, 0.000, 0.000, 0.000, 0.000, 0.000, 0.000, 0.000, 0.000, 0.000, 0.000, 0.000, 0.000, 0.000, 0.014, -0.077, 0.030, 0.005, -0.007, 0.011, -0.001, 0.215, 0.114, 0.004, 0.020, -0.006, 0.006, -0.003, 0.008, 0.120, 0.027, 0.010, 0.004, 0.005, 0.017, 0.013, -0.002, 0.000, 0.000, -0.003, 0.006, 0.076, 0.019, 0.000, 0.001, -0.001, 0.000, -0.002, -0.021, 0.003, -0.005, 0.001, 0.001, 0.017, -0.001, 0.000, 0.002, 0.006, 0.011, 0.000, 0.000, 0.000, 0.001, -0.001, 0.002, 0.001, 0.002, 0.003, 0.000, 0.000, 0.000, 0.001, 0.001, 0.000, 0.000, 0.000, 0.000, 0.011, 0.000, 0.000, 0.000, -0.003, 0.000, -0.001, 0.001, 0.000, -0.003, 0.000, 0.003, -0.012, 0.000, 0.000, 0.000, 0.000],
  "gap_ev": [6.4, 5.0],
  "s_squared": 2.050,
  "multiplicity": 3,
  "total_charge": 1,
  "e_homo_ev": [-8.868, -8.768]
}

---

# 2
{
  "formula": "C5H3FS",
  "method": "ωB97M-V/def2-TZVPD",
  "species": ["C", "C", "C", "S", "C", "C", "F", "H", "H", "H"],
  "coordinates": [[2.2638, 1.6028, -0.0246], [1.3329, 0.7535, 0.0308], [0.5428, -0.4823, 0.0181], [1.3315, -1.9416, 0.1930], [-0.8728, -0.1503, 0.0703], [-1.8324, -0.9563, -0.0751], [-1.1836, 1.1861, 0.3435], [2.8776, 2.4369, -0.0592], [-1.6477, -1.9249, -0.3070], [-2.8122, -0.5240, -0.1899]],
  "nbo_charge": [-0.120, -0.072, -0.213, 0.100, 0.313, -0.356, -0.334, 0.234, 0.223, 0.225],
  "gap_ev": 7.6,
  "smiles": "C#CC(=S)C(=C)F",
  "multiplicity": 1,
  "total_charge": 0,
  "de_lowest_kcal_mol": 14.45,
  "e_homo_ev": -9.259
}

---

# 3
{
  "formula": "C3HO2S3",
  "method": "ωB97M-V/def2-TZVPD",
  "species": ["C", "C", "C", "O", "O", "S", "S", "S", "H"],
  "coordinates": [[-0.6826, 1.6243, 0.2638], [0.1933, -1.1329, -2.0378], [-0.1848, 0.1160, 0.8215], [-0.8830, -1.0229, -2.4774], [1.2806, -1.0538, -1.6833], [0.0645, 2.5478, -0.7282], [-1.2103, -1.0934, 0.6960], [1.1118, 0.2158, 2.0602], [0.3105, -0.2009, 3.0852]],
  "nbo_charge": [-0.333, 1.036, -0.463, -0.530, -0.516, -0.100, -0.170, -0.042, 0.120],
  "gap_ev": [5.7, 5.5],
  "multiplicity": 1,
  "total_charge": -1,
  "de_lowest_kcal_mol": 46.22,
  "e_homo_ev": [-2.542, -2.331]
}

---

# 4
{
  "formula": "C4H11NO",
  "method": "ωB97M-V/def2-TZVPD",
  "species": ["C", "C", "C", "C", "N", "H", "H", "H", "H", "H", "H", "H", "H", "H", "O", "H", "H"],
  "coordinates": [[1.5167, 0.1953, -1.6979], [0.0779, -0.2093, -1.0878], [-0.1611, 0.5121, 0.2089], [0.4468, 0.1457, 1.3344], [0.4669, 0.9265, 2.4831], [1.5613, 1.0174, -2.4130], [1.9052, -0.7316, -2.1030], [2.0297, 0.5773, -0.8221], [-0.6949, 0.0582, -1.8094], [0.2057, -1.2848, -1.0277], [-0.8292, 1.3686, 0.1780], [0.9545, -0.8116, 1.3292], [0.6993, 0.4713, 3.3517], [-0.0590, 1.7797, 2.5658], [-2.4954, -1.4304, -0.4834], [-2.7205, -0.5524, -0.1580], [-2.9038, -2.0320, 0.1513]],
  "nbo_charge": [-0.613, -0.413, -0.311, -0.001, -0.828, 0.199, 0.200, 0.207, 0.207, 0.209, 0.185, 0.193, 0.379, 0.384, -0.933, 0.470, 0.467],
  "gap_ev": 8.6,
  "smiles": "CC/C=C/N.O",
  "multiplicity": 1,
  "total_charge": 0,
  "de_lowest_kcal_mol": 38.97,
  "e_homo_ev": -7.641
}

---

# 5
{
  "formula": "C3H5ClOS",
  "method": "ωB97M-V/def2-TZVPD",
  "species": ["C", "C", "C", "H", "H", "H", "H", "H", "O", "S", "Cl"],
  "coordinates": [[-1.2850, -1.7138, -1.2088], [-2.2030, -2.2373, -0.4118], [1.0046, 1.0935, 1.1264], [-1.3683, -1.6836, -2.2902], [-2.0919, -2.2520, 0.6676], [-3.1016, -2.6688, -0.8414], [2.1716, -0.3512, 0.7393], [1.1075, 0.7810, 2.1692], [1.6961, 0.3448, 0.2649], [0.0935, 2.3491, 0.6870], [0.1835, -1.0014, -0.6229]],
  "nbo_charge": [-0.224, -0.418, 0.027, 0.209, 0.206, 0.210, 0.496, 0.170, -0.649, -0.017, -0.008],
  "gap_ev": 9.3,
  "multiplicity": 1,
  "total_charge": 0,
  "de_lowest_kcal_mol": 49.94,
  "e_homo_ev": -9.003
}

---

# 6
{
  "formula": "C37H20N9SeTi",
  "method": "ωB97M-V/def2-TZVPD",
  "species": ["Ti", "C", "C", "C", "C", "C", "N", "C", "N", "C", "C", "C", "C", "C", "C", "C", "C", "N", "C", "N", "C", "N", "C", "N", "C", "N", "C", "C", "C", "C", "C", "C", "C", "C", "C", "C", "C", "C", "N", "C", "C", "H", "H", "H", "H", "H", "H", "H", "H", "H", "H", "H", "H", "H", "H", "H", "H", "Se", "C", "C", "C", "N", "C", "C", "H", "H", "H", "H"],
  "coordinates": [[0.2133, 0.8938, 0.0305], [-0.4900, -1.4924, 6.1632], [0.9010, -1.6028, 6.1222], [1.6213, -1.1673, 5.0177], [0.9102, -0.6235, 3.9628], [1.3517, -0.1161, 2.6549], [0.2250, 0.2640, 1.9162], [-0.9020, 0.0583, 2.7199], [-2.1293, 0.2693, 2.4160], [-2.5074, 0.8253, 1.2347], [-3.8420, 0.8757, 0.7769], [-5.0519, 0.3881, 1.3119], [-6.2037, 0.6064, 0.6072], [-6.1899, 1.3043, -0.6318], [-5.0251, 1.7844, -1.1645], [-3.8284, 1.5701, -0.4502], [-2.4852, 1.9193, -0.7069], [-2.0728, 2.6241, -1.7951], [-0.8395, 2.7221, -2.1312], [0.2627, 2.0898, -1.5382], [1.4189, 2.5048, -2.2186], [2.6364, 2.2007, -1.9591], [3.0011, 1.4591, -0.8801], [2.2168, 1.1394, 0.2021], [2.9727, 0.3986, 1.0795], [2.5774, -0.0943, 2.2822], [4.2790, 0.2653, 0.5604], [5.4388, -0.3706, 1.0483], [6.5736, -0.3167, 0.2863], [6.5918, 0.3600, -0.9644], [5.4755, 0.9826, -1.4519], [4.2977, 0.9381, -0.6787], [1.0170, 3.3932, -3.3200], [1.7656, 4.0422, -4.2863], [1.0879, 4.8343, -5.2039], [-0.3001, 4.9735, -5.1465], [-1.0439, 4.3235, -4.1703], [-0.3620, 3.5315, -3.2630], [-1.7012, 1.4779, 0.3321], [-0.4701, -0.5140, 4.0038], [-1.1955, -0.9432, 5.1007], [-1.0240, -1.8482, 7.0356], [1.4229, -2.0413, 6.9637], [2.6989, -1.2531, 4.9680], [-5.0534, -0.1448, 2.2543], [-7.1487, 0.2425, 0.9923], [-7.1248, 1.4525, -1.1589], [-5.0069, 2.3133, -2.1087], [5.4160, -0.8847, 2.0008], [7.4803, -0.7967, 0.6343], [7.5116, 0.3765, -1.5366], [5.4812, 1.4970, -2.4043], [2.8413, 3.9279, -4.3152], [1.6417, 5.3546, -5.9755], [-0.8009, 5.5995, -5.8747], [-2.1196, 4.4240, -4.1104], [-2.2743, -0.8584, 5.1136], [0.0141, -1.2239, -1.1802], [-0.0524, -2.3792, 0.3574], [-1.2679, -2.7340, 0.9309], [-1.2604, -3.5248, 2.0695], [-0.1547, -3.9808, 2.6560], [1.0021, -3.6310, 2.0965], [1.1105, -2.8442, 0.9597], [-2.2010, -2.3755, 0.5162], [-2.1988, -3.8006, 2.5405], [1.8996, -3.9901, 2.5905], [2.0835, -2.5716, 0.5708]],
  "nbo_charge": [1.496, -0.216, -0.214, -0.175, -0.088, 0.399, -0.705, 0.376, -0.450, 0.290, -0.116, -0.171, -0.243, -0.238, -0.199, -0.034, 0.265, -0.440, 0.362, -0.697, 0.387, -0.441, 0.288, -0.609, 0.267, -0.450, -0.037, -0.201, -0.239, -0.242, -0.170, -0.112, -0.080, -0.177, -0.221, -0.222, -0.195, -0.005, -0.609, -0.002, -0.192, 0.205, 0.205, 0.223, 0.216, 0.200, 0.200, 0.217, 0.217, 0.200, 0.200, 0.216, 0.224, 0.205, 0.205, 0.223, 0.223, -0.077, -0.118, -0.295, 0.035, -0.441, 0.036, -0.295, 0.232, 0.186, 0.187, 0.234],
  "gap_ev": [5.1, 5.1],
  "multiplicity": 1,
  "total_charge": -1,
  "e_homo_ev": [-3.533, -3.561]
}

---

Copy entry 3 word for word.
{
  "formula": "C3HO2S3",
  "method": "ωB97M-V/def2-TZVPD",
  "species": ["C", "C", "C", "O", "O", "S", "S", "S", "H"],
  "coordinates": [[-0.6826, 1.6243, 0.2638], [0.1933, -1.1329, -2.0378], [-0.1848, 0.1160, 0.8215], [-0.8830, -1.0229, -2.4774], [1.2806, -1.0538, -1.6833], [0.0645, 2.5478, -0.7282], [-1.2103, -1.0934, 0.6960], [1.1118, 0.2158, 2.0602], [0.3105, -0.2009, 3.0852]],
  "nbo_charge": [-0.333, 1.036, -0.463, -0.530, -0.516, -0.100, -0.170, -0.042, 0.120],
  "gap_ev": [5.7, 5.5],
  "multiplicity": 1,
  "total_charge": -1,
  "de_lowest_kcal_mol": 46.22,
  "e_homo_ev": [-2.542, -2.331]
}

---

Which value of multiplicity does entry 3 give? 1